# 1
The following is a quantum chemistry calculation of 2 unconnected molecules or ions with the total composition C31H49Cl2FN3O7P at a distorted geometry, from the OMol25 dataset.

Computed properties:
- Gap between HOMO and LUMO: 5.927 eV
- DFT total energy: -88782.88417 eV
- E_HOMO: -6.5093 eV
- Molar mass: 696.62 g/mol
- Structure (SMILES): [H]/N=C\C[C@@H]1[N@@H+](COc2ccccc2)[C@H](P(O)Cl)[C@H](CCCCCCCCOC(C)=O)[C@H](C(=O)[O-])[C@]1(Cl)C[C@@H](C)F.CN(C)C=O

Structure (ORCA input):
```
! RIJCOSX wB97M-V def2-TZVPD def2/J DEFGRID3
* xyz 0 1
H -4.316 1.076 -4.361
N -3.798 0.392 -4.943
C -3.648 -0.711 -4.234
C -4.224 -0.872 -2.719
C -3.417 0.074 -1.715
N -2.390 -0.652 -0.854
C -1.251 -1.224 -1.688
O -1.633 -2.492 -2.318
C -0.507 -3.048 -3.014
C -0.479 -4.598 -3.231
C 0.674 -5.263 -4.010
C 1.855 -4.443 -4.617
C 1.866 -2.909 -4.373
C 0.688 -2.237 -3.581
C -1.849 0.176 0.274
P -2.069 -0.517 2.023
O -2.766 0.670 3.074
Cl -3.543 -2.081 2.078
C -2.128 1.781 0.105
C -1.214 2.660 1.110
C 0.184 3.030 0.343
C 1.449 3.108 1.323
C 2.754 3.295 0.353
C 3.786 2.073 0.438
C 3.363 0.794 -0.475
C 2.823 -0.375 0.536
C 4.112 -1.162 1.068
O 3.846 -2.206 2.053
C 2.454 -2.409 2.281
C 1.505 -3.337 1.364
O 1.921 -1.804 3.249
C -3.642 2.216 -0.063
C -4.428 2.824 1.168
O -3.989 3.237 2.285
O -5.804 3.016 0.961
C -4.427 1.022 -0.865
Cl -5.552 1.950 -2.037
C -5.340 0.079 0.046
C -6.888 -0.070 -0.390
C -7.429 -1.383 0.428
F -7.735 0.998 0.035
H -3.107 -1.608 -4.682
H -5.342 -0.687 -2.798
H -4.119 -1.985 -2.408
H -2.803 0.804 -2.371
H -2.892 -1.521 -0.542
H -0.945 -0.424 -2.441
H -0.358 -1.554 -1.028
H -1.348 -5.222 -2.807
H 0.675 -6.396 -4.186
H 2.706 -4.908 -5.225
H 2.708 -2.256 -4.776
H 0.742 -1.104 -3.457
H -0.693 0.176 0.145
H -2.358 0.446 3.949
H -1.629 1.989 -0.928
H -0.890 2.093 2.049
H -1.684 3.688 1.350
H 0.068 3.982 -0.305
H 0.427 2.190 -0.424
H 1.607 2.159 1.943
H 1.353 4.010 2.016
H 2.381 3.324 -0.745
H 3.265 4.318 0.511
H 4.775 2.454 -0.029
H 4.050 1.736 1.488
H 2.615 1.047 -1.299
H 4.303 0.354 -0.993
H 2.176 -1.065 -0.112
H 2.238 0.182 1.349
H 4.831 -0.385 1.510
H 4.643 -1.666 0.178
H 0.810 -2.627 0.778
H 2.101 -3.918 0.584
H 0.810 -4.007 1.998
H -3.617 3.085 -0.835
H -4.926 -1.000 -0.065
H -5.338 0.289 1.166
H -7.036 -0.348 -1.491
H -8.084 -1.048 1.304
H -6.592 -2.104 0.710
H -8.141 -1.948 -0.291
C 6.927 0.914 4.903
N 6.852 1.626 3.644
C 8.030 1.688 2.801
C 5.709 2.240 3.227
O 5.579 2.853 2.182
H 7.698 1.374 5.527
H 7.190 -0.129 4.708
H 5.973 0.949 5.430
H 8.305 2.734 2.646
H 7.801 1.240 1.831
H 8.861 1.155 3.264
H 4.876 2.132 3.941
*
```

Charges obtained by Löwdin population analysis, quoted in units of e: 0.010 0.082 -0.195 -0.118 -0.232 -0.054 -0.109 -0.108 -0.188 0.004 -0.061 -0.065 -0.049 -0.010 -0.371 0.704 -0.340 0.192 -0.225 -0.130 -0.214 -0.183 -0.188 -0.222 -0.174 -0.183 -0.162 -0.077 -0.414 -0.001 0.047 -0.181 -0.552 -0.061 -0.187 -0.539 0.724 -0.151 -0.347 -0.055 -0.055 0.109 0.099 0.124 0.155 0.134 0.156 0.149 0.109 0.097 0.094 0.093 0.087 0.118 0.066 0.131 0.099 0.137 0.131 0.090 0.099 0.116 0.100 0.116 0.114 0.074 0.095 0.109 0.094 0.108 0.130 0.137 0.057 0.090 0.104 0.144 0.061 0.136 0.114 0.093 0.060 0.081 -0.058 -0.201 -0.042 -0.329 -0.019 0.090 0.090 0.086 0.094 0.091 0.088 0.142

---

# 2
The following is a quantum chemistry calculation of a molecular structure, CH5N2OP at a distorted geometry, from the OMol25 dataset.

Computed properties:
- Gap between HOMO and LUMO: 8.828 eV
- DFT total energy: -15432.75736 eV
- E_HOMO: -8.3965 eV
- Molar mass: 92.04 g/mol

Structure (ORCA input):
```
! RIJCOSX wB97M-V def2-TZVPD def2/J DEFGRID3
* xyz 0 1
C 0.311 -0.808 -0.520
N 0.095 -0.015 -1.564
N 0.714 0.447 0.883
O 0.457 -1.976 -0.386
P -0.699 1.087 1.518
H 0.376 0.929 -1.405
H 0.275 -0.286 -2.581
H 1.208 -0.267 1.524
H -1.385 -0.022 2.179
H -1.352 0.911 0.352
*
```

Charges obtained by Löwdin population analysis, quoted in units of e: -0.478 0.118 -0.381 0.098 0.632 0.078 0.159 0.055 -0.119 -0.162

---

# 3
The following is a quantum chemistry calculation of a molecular structure, C27H41CaCl2N9O5P2S at a distorted geometry, from the OMol25 dataset.

Computed properties:
- Gap between HOMO and LUMO: 7.517 eV
- DFT total energy: -125218.75360 eV
- E_HOMO: -7.0213 eV
- Molar mass: 776.68 g/mol

Structure (ORCA input):
```
! RIJCOSX wB97M-V def2-TZVPD def2/J DEFGRID3
* xyz 0 1
Ca 0.129 -0.256 0.066
C -3.145 -1.511 -3.009
C -2.269 -0.840 -1.983
N -1.036 -1.185 -1.792
N -0.558 -2.131 -2.614
C 0.592 -2.703 -2.363
N 0.973 -3.654 -3.269
S 1.605 -2.511 -1.013
C -2.783 0.285 -1.225
C -4.152 0.584 -1.188
C -4.580 1.719 -0.532
C -3.636 2.549 0.056
C -2.302 2.179 -0.025
N -1.886 1.078 -0.626
H -2.522 -2.192 -3.584
H -3.584 -0.767 -3.671
H -3.943 -2.075 -2.529
H 0.509 -3.665 -4.161
H 1.922 -3.978 -3.206
H -4.864 -0.061 -1.673
H -5.631 1.964 -0.491
H -3.921 3.457 0.561
H -1.533 2.793 0.426
O -1.985 1.399 3.039
C -1.237 0.698 2.360
O -0.366 1.086 1.551
C -1.390 -0.813 2.532
C -1.832 -1.298 3.783
C -1.942 -2.642 3.977
C -1.675 -3.506 2.893
C -1.793 -4.906 2.995
C -1.551 -5.706 1.914
C -1.213 -5.134 0.677
C -1.099 -3.776 0.546
C -1.290 -2.925 1.653
N -1.126 -1.588 1.511
H -2.066 -0.568 4.543
H -2.249 -3.064 4.926
H -2.089 -5.325 3.947
H -1.635 -6.780 1.998
H -1.054 -5.769 -0.183
H -0.853 -3.326 -0.401
C 5.403 -0.842 3.018
N 4.150 -0.204 2.679
C 4.047 1.177 3.097
P 3.127 -0.762 1.468
O 1.745 -0.391 1.734
O 3.705 -0.058 0.101
P 2.914 0.926 -0.966
O 1.537 0.532 -1.240
N 3.858 0.802 -2.338
C 3.833 -0.512 -2.955
C 5.102 1.516 -2.534
N 3.047 2.486 -0.418
C 4.233 2.974 0.252
C 1.823 3.189 -0.060
N 3.443 -2.372 1.327
C 2.606 -3.257 2.106
C 4.424 -2.995 0.473
H 5.688 -0.551 4.033
H 6.221 -0.562 2.344
H 5.276 -1.921 2.992
H 4.009 1.238 4.190
H 3.125 1.589 2.688
H 4.906 1.766 2.750
H 2.896 -1.000 -2.688
H 4.667 -1.140 -2.619
H 3.881 -0.406 -4.042
H 4.968 2.559 -2.262
H 5.361 1.467 -3.594
H 5.932 1.088 -1.960
H 4.989 2.194 0.281
H 4.004 3.286 1.273
H 4.634 3.841 -0.279
H 1.018 2.829 -0.696
H 1.972 4.257 -0.234
H 1.540 3.029 0.986
H 1.881 -2.653 2.651
H 3.214 -3.822 2.820
H 2.059 -3.951 1.458
H 5.220 -3.460 1.066
H 4.846 -2.246 -0.190
H 3.945 -3.763 -0.138
Cl -0.305 1.861 -3.020
C -1.642 3.010 -3.345
Cl -3.062 2.178 -3.970
H -1.319 3.729 -4.095
H -1.927 3.489 -2.409
*
```

Charges obtained by Löwdin population analysis, quoted in units of e: 1.221 -0.029 -0.298 -0.066 -0.038 -0.872 0.057 0.698 -0.274 -0.036 -0.058 -0.038 -0.156 0.018 0.060 0.059 0.084 0.088 0.066 0.106 0.109 0.108 0.115 0.037 -0.655 -0.225 -0.170 0.019 0.005 -0.156 -0.043 -0.084 -0.065 -0.032 -0.200 0.075 0.117 0.117 0.109 0.100 0.107 0.050 -0.100 -0.290 -0.109 0.486 -0.320 -0.272 0.521 -0.496 -0.285 -0.112 -0.105 -0.273 -0.119 -0.085 -0.352 -0.107 -0.136 0.088 0.087 0.069 0.093 0.074 0.077 0.021 0.087 0.092 0.068 0.089 0.088 0.075 0.076 0.088 0.041 0.094 0.089 0.079 0.088 0.069 0.082 0.070 0.056 0.617 -0.948 0.575 0.024 0.017

---

# 4
The following is a quantum chemistry calculation of 2 unconnected molecules or ions with the total composition C4H12N3O3 at a distorted geometry, from the OMol25 dataset.

Computed properties:
- Gap between HOMO and LUMO: 9.933 eV
- DFT total energy: -14945.55555 eV
- E_HOMO: -12.6749 eV
- Molar mass: 150.16 g/mol

Structure (ORCA input):
```
! RIJCOSX wB97M-V def2-TZVPD def2/J DEFGRID3
* xyz 1 1
C 0.333 0.044 1.173
C 1.905 1.019 2.641
C -0.326 1.340 -1.204
C -0.109 -0.461 -0.183
N -1.552 -0.758 0.016
N 0.590 -1.441 -0.868
N -0.060 -1.877 -1.996
O -0.483 -0.058 2.057
O -1.726 1.523 -1.322
O 1.493 0.553 1.338
H 2.228 2.034 2.503
H 2.439 0.175 2.950
H 0.933 1.184 3.141
H 0.105 2.094 -0.640
H 0.190 1.217 -2.092
H -1.938 0.056 -0.544
H -1.787 -0.551 1.126
H 1.614 -1.633 -0.796
H -1.931 -1.682 -0.230
H 0.161 -1.396 -2.806
H 0.048 -2.918 -2.073
H -2.127 1.537 -2.191
*
```

Charges obtained by Löwdin population analysis, quoted in units of e: -0.484 0.052 0.003 -0.230 0.184 -0.074 0.026 0.097 -0.058 0.015 0.108 0.100 0.106 0.079 0.078 0.113 0.217 0.181 0.169 0.062 0.134 0.121

---

# 5
The following is a quantum chemistry calculation of 2 unconnected molecules or ions with the total composition C16H17N7O8 at a distorted geometry, from the OMol25 dataset.

Computed properties:
- Gap between HOMO and LUMO: 6.004 eV
- DFT total energy: -43670.37764 eV
- E_HOMO: -8.2972 eV
- Molar mass: 435.35 g/mol
- Structure (SMILES): O=[N+]([O-])c1cc([N+](=O)[O-])c2nnnn2c1.CCOC(=O)C1=CNC=C(C(=O)OCC)C1

Structure (ORCA input):
```
! RIJCOSX wB97M-V def2-TZVPD def2/J DEFGRID3
* xyz 0 1
O -8.480 3.010 0.024
N -8.111 2.643 1.156
O -7.860 3.439 2.094
C -7.931 1.261 1.488
C -7.730 0.260 0.512
C -7.298 -0.999 0.904
N -6.952 -2.040 -0.054
O -6.709 -3.193 0.334
O -6.931 -1.713 -1.264
C -7.159 -1.303 2.296
N -6.740 -2.360 3.022
N -6.788 -1.979 4.318
N -7.203 -0.750 4.452
N -7.460 -0.287 3.196
C -7.810 0.997 2.859
H -7.885 0.469 -0.539
H -7.722 1.752 3.633
C -8.850 6.120 1.894
C -10.183 5.478 1.662
O -10.274 4.337 2.541
C -11.401 3.636 2.336
O -12.212 3.853 1.450
C -11.543 2.534 3.338
C -12.770 1.991 3.447
N -13.055 1.101 4.446
C -12.119 0.708 5.366
C -10.860 1.188 5.297
C -9.970 0.815 6.438
O -10.293 0.065 7.345
O -8.760 1.401 6.359
C -8.035 1.203 7.595
C -6.760 1.993 7.482
C -10.421 2.163 4.258
H -8.785 7.026 1.286
H -8.701 6.394 2.943
H -8.051 5.436 1.599
H -10.279 5.124 0.627
H -11.011 6.162 1.904
H -13.584 2.255 2.770
H -14.003 0.751 4.536
H -12.442 0.017 6.144
H -8.662 1.566 8.422
H -7.845 0.128 7.714
H -6.162 1.836 8.382
H -6.163 1.684 6.615
H -6.956 3.069 7.398
H -9.587 1.690 3.646
H -9.985 3.063 4.722
*
```

Charges obtained by Löwdin population analysis, quoted in units of e: 0.109 -0.276 0.044 -0.098 0.121 -0.046 -0.308 0.097 0.062 -0.183 0.087 0.008 0.077 -0.011 0.078 0.141 0.143 -0.077 -0.219 -0.028 -0.454 0.086 -0.098 -0.023 0.033 -0.016 -0.103 -0.458 0.081 -0.028 -0.225 -0.074 -0.086 0.084 0.086 0.050 0.124 0.134 0.146 0.152 0.145 0.132 0.130 0.080 0.074 0.081 0.088 0.139

---

# 6
The following is a quantum chemistry calculation of a single H2N2O3S molecule at a distorted geometry, from the OMol25 dataset.

Computed properties:
- Gap between HOMO and LUMO: 9.475 eV
- DFT total energy: -19985.54332 eV
- E_HOMO: -10.1619 eV
- Molar mass: 110.09 g/mol

Structure (ORCA input):
```
! RIJCOSX wB97M-V def2-TZVPD def2/J DEFGRID3
* xyz 0 1
N 1.386 0.159 -0.258
N -1.283 -0.489 0.023
O -2.432 -0.574 -0.228
O -0.513 -1.384 0.395
O -0.164 2.062 0.594
S -0.050 0.960 -0.540
H 1.764 -0.696 -0.721
H 1.292 -0.037 0.735
*
```

Charges obtained by Löwdin population analysis, quoted in units of e: -0.206 -0.482 0.082 -0.050 -0.503 1.011 0.102 0.046

---

# 7
The following is a quantum chemistry calculation of a molecular structure, C20H18O2PPdS2SbSe4, from the OMol25 dataset.

Computed properties:
- Gap between HOMO and LUMO: 5.117 eV
- DFT total energy: -327493.92014 eV
- E_HOMO: -1.2908 eV
- Molar mass: 929.49 g/mol

Structure (ORCA input):
```
! RIJCOSX wB97M-V def2-TZVPD def2/J DEFGRID3
* xyz -2 1
Pd 0.291 -1.626 1.714
Se -1.908 -0.761 5.460
Sb -0.218 -2.295 4.701
Se -1.122 -3.593 2.781
Se 1.575 -0.782 3.482
Se 1.079 -3.628 6.252
C 3.049 -4.809 2.887
O 2.496 -3.646 2.277
C 3.002 -3.142 1.189
S 4.320 -3.758 0.346
S 2.176 -1.723 0.611
H 2.446 -4.960 3.779
H 4.092 -4.634 3.152
H 2.989 -5.654 2.202
O -1.479 1.119 1.338
P -1.031 1.192 -0.072
C -2.197 2.174 -1.071
C -2.483 1.909 -2.406
C -3.372 2.720 -3.102
C -3.978 3.791 -2.465
C -3.705 4.052 -1.127
C -2.819 3.246 -0.429
C -0.880 -0.402 -0.908
C 0.079 -0.662 -1.888
C 0.135 -1.907 -2.492
C -0.759 -2.903 -2.115
C -1.700 -2.656 -1.129
C -1.771 -1.406 -0.526
C 0.578 1.998 -0.269
C 0.992 2.623 -1.443
C 2.261 3.177 -1.523
C 3.115 3.105 -0.429
C 2.701 2.488 0.743
C 1.428 1.938 0.830
H -2.019 1.060 -2.893
H -3.597 2.509 -4.141
H -4.674 4.420 -3.007
H -4.192 4.879 -0.625
H -2.612 3.413 0.621
H 0.817 0.088 -2.139
H 0.909 -2.110 -3.221
H -0.690 -3.886 -2.563
H -2.352 -3.448 -0.787
H -2.463 -1.236 0.290
H 0.318 2.679 -2.291
H 2.586 3.659 -2.438
H 4.111 3.528 -0.492
H 3.367 2.417 1.593
H 1.108 1.440 1.740
*
```

Charges obtained by Löwdin population analysis, quoted in units of e: -0.006 -0.327 -0.367 -0.179 0.081 -0.307 -0.100 -0.316 -1.312 0.481 0.501 0.043 0.078 0.076 -0.312 0.743 -0.254 -0.081 -0.097 -0.107 -0.090 -0.064 -0.319 -0.124 -0.094 -0.084 -0.088 -0.109 -0.267 -0.099 -0.100 -0.094 -0.064 -0.082 0.102 0.095 0.093 0.097 0.111 0.097 0.102 0.099 0.104 0.107 0.099 0.092 0.094 0.108 0.038

---

# 8
The following is a quantum chemistry calculation of a molecular structure, C26H23N3O8Tl, from the OMol25 dataset.

Computed properties:
- Gap between HOMO and LUMO: 6.745 eV
- DFT total energy: -52880.54031 eV
- E_HOMO: -4.9111 eV
- Molar mass: 709.87 g/mol

Structure (ORCA input):
```
! RIJCOSX wB97M-V def2-TZVPD def2/J DEFGRID3
* xyz -1 1
Tl -0.545 -0.251 0.083
C -3.352 -3.251 -1.592
O -3.638 -2.732 -2.880
C -3.020 -1.609 -3.356
C -3.158 -1.437 -4.715
C -2.636 -0.323 -5.376
C -1.966 0.621 -4.644
C -1.820 0.489 -3.251
C -1.098 1.538 -2.589
N -0.842 1.623 -1.336
N -0.094 2.671 -0.914
C -0.049 2.716 0.402
O -0.624 1.901 1.189
C 0.825 3.782 0.986
C 0.886 3.905 2.370
C 1.733 4.837 2.955
C 2.515 5.660 2.155
C 2.440 5.553 0.771
C 1.604 4.614 0.186
C -2.374 -0.614 -2.549
O -2.400 -0.679 -1.244
H -3.954 -4.155 -1.516
H -3.613 -2.551 -0.803
H -2.296 -3.497 -1.495
H -3.704 -2.200 -5.257
H -2.754 -0.218 -6.446
H -1.544 1.496 -5.126
H -0.777 2.379 -3.207
H 0.267 3.252 2.971
H 1.785 4.918 4.034
H 3.182 6.384 2.610
H 3.043 6.202 0.147
H 1.555 4.497 -0.888
O -0.008 -0.712 4.449
C 0.039 -0.538 3.237
O -0.842 -0.876 2.374
C 1.287 0.105 2.673
C 2.202 0.792 3.451
C 3.301 1.361 2.819
C 3.475 1.200 1.451
C 2.511 0.495 0.749
N 1.464 -0.022 1.370
C 2.563 0.278 -0.757
O 3.633 0.501 -1.314
O 1.472 -0.128 -1.269
H 2.030 0.870 4.514
H 4.016 1.939 3.392
H 4.317 1.607 0.911
C 0.227 -4.881 0.586
C -0.568 -4.373 1.790
C -1.533 -3.397 1.139
O -0.813 -2.841 0.011
C 0.372 -3.617 -0.247
H -0.355 -5.629 0.042
H 1.194 -5.310 0.845
H 0.086 -3.839 2.483
H -1.087 -5.163 2.331
H -1.825 -2.593 1.803
H -2.421 -3.909 0.757
H 1.251 -3.039 0.053
H 0.438 -3.805 -1.318
*
```

Charges obtained by Löwdin population analysis, quoted in units of e: 1.268 -0.082 -0.080 -0.201 -0.024 -0.110 -0.070 -0.139 -0.066 -0.066 0.068 -0.480 -0.086 -0.140 -0.034 -0.093 -0.108 -0.092 -0.029 -0.275 -0.142 0.091 0.086 0.080 0.113 0.092 0.103 0.129 0.115 0.097 0.092 0.095 0.106 0.042 -0.598 -0.099 -0.183 0.009 -0.037 0.017 -0.169 0.102 -0.618 0.032 -0.085 0.119 0.108 0.120 -0.155 -0.143 -0.181 -0.247 -0.172 0.113 0.113 0.121 0.115 0.100 0.113 0.121 0.128